{
  "formula": "C3H3NO2",
  "method": "ωB97M-V with the def2-TZVPD basis set",
  "elements": ["O", "C", "C", "O", "C", "N", "H", "H", "H"],
  "xyz": [[-0.07127, -1.19931, -1.08949], [-0.21979, -0.55429, 0.12867], [0.90173, 0.49378, 0.33005], [1.67209, 0.69877, -0.57351], [-1.39396, 0.32318, 0.20062], [-2.17377, 1.17699, 0.31159], [0.61627, -0.68622, -1.55268], [-0.28407, -1.28766, 0.94685], [0.95276, 1.03475, 1.29790]],
  "forces_ev_per_angstrom": [[0.13, 0.15, 0.01], [0.13, 0.06, 0.13], [0.78, -0.31, -0.11], [-0.42, -0.05, 0.49], [-1.63, 1.54, 0.19], [0.97, -1.35, -0.17], [-0.04, -0.16, -0.15], [0.22, 0.26, -0.09], [-0.14, -0.15, -0.30]],
  "de_lowest_kcal_mol": 41.8,
  "gap_ev": 11.42,
  "energy_ev": -8743.3191,
  "smiles": "N#C[C@@H](O)C=O",
  "lumo_energy_ev": 0.10,
  "homo_ev": -11.32,
  "charge": 0
}